No. 1
{"formula": "C18H22ClCrI2N4O2", "method": "the ωB97M-V functional and the def2-TZVPD basis", "spin_multiplicity": 5, "total_charge": 1, "e_tot_ha": -3168.57160, "e_homo_ev": [-10.62, -10.92], "orbital_gap_ha": [0.2666, 0.2418], "species": ["Cr", "C", "C", "N", "C", "C", "C", "C", "C", "C", "C", "N", "C", "C", "N", "N", "H", "H", "H", "H", "H", "H", "H", "H", "H", "H", "H", "H", "H", "H", "H", "H", "H", "H", "Cl", "C", "C", "C", "C", "O", "C", "C", "O", "C", "H", "H", "H", "H", "I", "I"], "xyz": [[0.683, -0.195, 0.694], [-0.149, 2.100, 2.737], [-1.504, 2.313, 2.058], [-1.819, 1.122, 1.287], [-2.362, 1.242, -0.044], [-1.328, 1.338, -1.134], [-1.711, 1.855, -2.368], [-0.774, 1.981, -3.398], [0.541, 1.598, -3.139], [0.862, 1.088, -1.894], [2.263, 0.647, -1.589], [2.488, 0.689, -0.130], [2.801, 2.036, 0.424], [2.215, 2.131, 1.821], [0.791, 1.771, 1.648], [-0.066, 0.912, -0.916], [0.176, 3.028, 3.238], [-0.137, 1.286, 3.484], [-2.272, 2.511, 2.819], [-1.481, 3.202, 1.410], [-2.318, 0.452, 1.859], [-2.986, 0.352, -0.272], [-3.014, 2.126, -0.161], [-2.744, 2.158, -2.494], [-1.074, 2.360, -4.368], [1.322, 1.703, -3.887], [2.417, -0.383, -1.947], [2.971, 1.316, -2.107], [3.222, 0.026, 0.128], [3.893, 2.175, 0.433], [2.387, 2.804, -0.247], [2.672, 1.441, 2.549], [2.299, 3.161, 2.203], [0.486, 2.299, 0.834], [-2.253, -6.623, -1.236], [-1.397, -5.176, -1.032], [-0.441, -4.768, -1.997], [0.273, -3.597, -1.835], [0.074, -2.766, -0.719], [0.785, -1.668, -0.598], [-0.918, -3.166, 0.264], [-1.231, -2.363, 1.346], [-0.788, -1.172, 1.547], [-1.610, -4.379, 0.095], [-0.325, -5.425, -2.850], [1.006, -3.274, -2.566], [-1.905, -2.742, 2.133], [-2.342, -4.725, 0.822], [2.335, -1.584, 2.405], [-0.010, -1.213, 4.690]], "forces_ev_per_angstrom": [[0.52, -0.40, 0.11], [0.24, 0.42, 0.19], [-0.21, -0.04, 0.56], [-0.24, 0.03, -0.18], [-0.60, -0.11, 0.22], [0.54, -0.09, -0.37], [0.49, 0.08, -0.35], [-0.29, -0.35, 0.69], [-0.13, 0.19, 0.00], [-0.61, -0.20, -0.04], [0.56, 0.18, -0.05], [-0.43, -0.59, -0.09], [0.76, -0.36, -0.04], [-0.37, 0.29, 0.32], [0.27, -0.50, -0.07], [-0.17, 0.54, -0.78], [-0.12, -0.23, -0.10], [-0.21, 0.40, -0.45], [0.15, 0.04, -0.11], [0.14, -0.20, 0.03], [0.19, 0.08, -0.26], [0.26, 0.44, 0.21], [0.00, -0.27, 0.03], [0.09, 0.04, -0.09], [0.08, 0.02, 0.08], [-0.16, 0.01, 0.10], [-0.07, 0.37, 0.20], [-0.16, -0.29, 0.06], [-0.16, 0.21, -0.05], [-0.32, 0.06, 0.02], [-0.06, -0.23, 0.25], [-0.05, 0.25, -0.41], [0.09, -0.26, -0.07], [-0.10, 0.11, 0.09], [-0.40, -0.71, -0.14], [0.68, 1.72, 0.96], [-0.47, 0.06, 0.62], [-0.06, -0.25, -0.18], [-0.26, 0.46, 0.79], [-0.33, -0.10, 0.09], [0.91, -0.33, -1.46], [0.62, 2.30, 1.29], [-0.79, -2.08, -0.39], [-0.15, -1.23, -1.08], [0.25, 0.21, -0.09], [-0.07, -0.13, 0.03], [0.10, 0.10, -0.32], [0.15, 0.24, 0.00], [-0.19, 0.26, -0.07], [0.08, -0.13, 0.28]]}



No. 2
{"formula": "C2H8N2PS", "method": "the ωB97M-V functional and the def2-TZVPD basis", "spin_multiplicity": 1, "e_above_lowest_kj_mol": 375.2, "total_charge": 1, "e_tot_ha": -929.66563, "e_homo_ev": -13.14, "orbital_gap_ha": 0.3259, "species": ["C", "C", "N", "N", "P", "S", "H", "H", "H", "H", "H", "H", "H", "H"], "xyz": [[-1.096, 1.132, 0.287], [1.434, 1.151, -0.658], [0.410, -1.665, 0.058], [-2.276, 1.475, 0.764], [0.589, -3.151, 0.089], [0.069, 2.244, -0.233], [1.807, 1.261, -1.701], [1.327, 0.120, -0.560], [2.263, 1.569, -0.101], [-0.583, 0.158, 0.460], [-2.965, 1.075, 1.361], [-2.471, 2.390, 0.390], [-0.428, -4.252, -0.244], [1.919, -3.506, 0.088]], "forces_ev_per_angstrom": [[1.28, -1.21, 2.02], [1.68, 2.17, -1.57], [-0.82, 0.07, 0.25], [1.58, 1.63, -2.19], [-1.17, -0.42, -0.76], [-0.77, -0.34, -0.74], [-0.92, 0.45, 0.34], [-0.69, -1.55, 0.95], [0.15, -0.34, 0.52], [-1.21, 0.02, -0.21], [0.00, -1.08, 0.16], [-0.98, 0.47, 0.61], [1.48, 1.26, 0.55], [0.39, -1.12, 0.06]]}



No. 3
{"formula": "C5H6KO2", "method": "the ωB97M-V functional and the def2-TZVPD basis", "spin_multiplicity": 2, "e_above_lowest_kj_mol": 0.0, "e_tot_ha": -944.36430, "e_homo_ev": [-7.09, -7.09], "orbital_gap_ha": [0.2288, 0.2288], "species": ["C", "C", "C", "H", "H", "H", "C", "O", "K", "H", "H", "O", "C", "H"], "xyz": [[0.464, -1.992, 0.444], [0.301, -0.880, 1.141], [0.160, 0.324, 1.645], [1.458, -2.425, 0.307], [-0.397, -2.612, 0.181], [0.101, 0.443, 2.733], [-0.019, 1.590, 0.812], [-1.273, 2.123, 0.963], [-3.565, 1.813, 1.741], [0.212, 1.331, -0.247], [0.777, 2.303, 1.127], [1.415, -1.112, -4.097], [0.515, -0.905, -3.363], [-0.148, 0.000, -3.387]], "forces_ev_per_angstrom": [[-0.11, 0.14, 0.99], [0.11, 0.19, -0.71], [0.04, -0.74, 0.17], [-0.31, 0.23, -0.15], [0.25, 0.21, -0.06], [-0.02, -0.01, -0.29], [-0.09, 0.32, -0.22], [-0.54, -0.24, 0.29], [0.78, 0.10, -0.27], [-0.01, -0.02, 0.25], [-0.11, -0.19, -0.04], [-0.64, 0.23, 0.49], [0.55, -0.25, -0.45], [0.09, 0.01, -0.01]]}



No. 4
{"formula": "H26O13", "method": "the ωB97M-V functional and the def2-TZVPD basis", "spin_multiplicity": 1, "e_above_lowest_kj_mol": 591.7, "e_tot_ha": -993.54787, "e_homo_ev": -9.91, "orbital_gap_ha": 0.3597, "species": ["H", "H", "H", "H", "H", "H", "H", "H", "H", "H", "H", "H", "H", "H", "H", "H", "H", "H", "H", "H", "H", "H", "H", "H", "H", "H", "O", "O", "O", "O", "O", "O", "O", "O", "O", "O", "O", "O", "O"], "xyz": [[-0.027, 0.258, -0.169], [0.717, 1.583, -0.221], [2.107, -0.361, 0.539], [3.478, -0.173, -0.090], [-2.570, 1.391, 0.308], [-2.699, 2.588, 1.236], [1.658, 3.016, -1.445], [2.775, 2.053, -1.078], [-0.194, -2.093, 2.255], [-0.943, -0.773, 2.184], [-2.581, -0.417, -2.852], [-2.500, -0.194, -1.351], [2.719, -2.485, 0.675], [2.608, -3.071, -0.723], [0.009, -3.213, -0.614], [0.731, -2.806, 0.660], [0.419, 3.265, 0.183], [-0.399, 3.989, 1.239], [-4.286, 0.422, -0.616], [-5.407, 0.071, -1.581], [-3.945, -0.662, 1.157], [-3.447, -1.909, 1.868], [5.933, 1.295, 1.272], [4.555, 0.658, 1.199], [0.647, -3.015, -2.132], [1.422, -1.794, -2.597], [0.822, 0.644, -0.412], [2.581, -0.461, -0.294], [-2.699, 2.346, 0.303], [2.219, 2.747, -0.708], [-0.990, -1.653, 2.574], [-1.989, -0.096, -2.162], [2.747, -3.322, 0.197], [0.195, -2.449, -0.057], [-0.097, 4.066, 0.327], [-5.154, 0.005, -0.653], [-3.472, -0.949, 1.947], [5.021, 1.482, 1.020], [0.719, -2.064, -1.996]], "forces_ev_per_angstrom": [[-0.23, -0.27, -0.42], [0.14, -0.22, -0.12], [-0.17, 0.35, -0.48], [0.26, -0.23, -0.20], [0.17, 0.13, 0.17], [-0.11, -0.02, -0.05], [0.18, 0.17, -0.17], [-0.08, -0.14, 0.15], [-0.26, 0.04, 0.02], [-0.25, -0.17, 0.02], [0.10, -0.01, 0.02], [0.17, -0.27, -0.16], [0.23, 0.06, -0.48], [-0.08, 0.34, 0.19], [-0.14, 0.23, 0.85], [-0.08, -0.42, -0.20], [0.14, 0.39, 0.17], [0.02, 0.09, -0.15], [-0.30, 0.42, -0.12], [-0.05, 0.00, 0.08], [-0.39, -0.17, 0.18], [0.26, 0.09, 0.10], [-0.03, 0.06, -0.04], [0.12, 0.17, 0.25], [0.19, 0.18, -0.57], [-0.10, 0.17, -0.34], [-3.30, 1.23, 0.47], [3.19, -1.60, 0.60], [-0.09, -0.29, -0.01], [0.17, 0.57, -0.21], [0.53, -0.04, 0.28], [-0.25, 0.13, 0.09], [0.35, -0.60, 0.37], [-1.44, -0.69, 3.40], [-0.09, -0.02, 0.19], [0.27, -0.17, -0.01], [-0.21, 0.34, -0.40], [-0.03, -0.23, -0.07], [1.17, 0.41, -3.42]]}